# 1
A cluster of 4 separate species, C3H12O4 in total. Source: OMol25; level of theory: ωB97M-V with the def2-TZVPD basis set.

Last column: Mulliken charge in e.
Positions of all 19 atoms, in Å:
H 1.682 0.863 -1.952  0.305
C -1.588 -0.482 0.577  -0.044
H -3.039 -1.580 -0.843  0.308
C -2.120 -0.994 -0.747  -1.395
H -2.338 -0.035 -1.309  0.333
H -0.002 -1.001 1.416  -0.314
H -1.694 -0.624 2.803  0.534
H -1.431 -1.364 -1.405  0.479
H 0.958 1.116 -0.572  0.329
H -3.252 -0.013 1.735  0.236
O -0.225 -0.338 0.749  0.258
O 1.315 1.523 -1.378  -0.618
O 4.134 4.403 -2.792  -0.594
C -2.256 -0.418 1.770  -0.950
H -0.206 -3.040 2.475  0.322
H 4.440 5.105 -3.279  0.286
H 4.384 4.583 -1.919  0.308
O 0.394 -3.765 2.765  -1.402
H 0.844 -3.940 1.905  0.619

Atoms 1-3, force components in eV/Å:
H 0.058 -0.712 0.051
C -0.281 -0.670 2.264
H 0.178 -0.030 0.919

* 2S+1: 2
* expectation value of S²: 0.751
* net charge: -1
* energy above the lowest of the compared OMol25 structures with the same formula, charge and spin: 278.4 kJ/mol
* E_HOMO (alpha / beta): 0.462 / -4.611 eV

---

# 2
A cluster of 11 separate species, H22O11 in total. Source: OMol25; level of theory: ωB97M-V with the def2-TZVPD basis set.

Last column: Mulliken charge in e.
Positions of all 33 atoms, in Å:
H -3.234 -1.551 1.201  0.303
O -3.023 -0.681 -1.942  -0.656
H 1.864 -2.288 0.286  0.327
H 2.271 1.013 2.097  0.315
O 0.159 0.146 -0.204  -0.208
O 2.434 -2.143 -0.469  -0.668
H 3.038 0.932 0.794  0.342
H 0.625 2.309 3.013  0.254
O 0.657 1.371 2.826  -0.646
H -2.424 -0.375 -2.622  0.432
H -0.564 0.730 -0.432  0.128
H -0.254 -1.876 -0.327  0.242
O -1.962 2.064 -1.233  -0.606
O -0.359 -2.772 -0.009  -0.748
H -2.981 -0.008 -1.263  0.301
H -2.672 2.383 -1.790  0.282
O 1.269 -1.568 2.769  -0.550
H 2.136 1.286 -1.333  0.324
H 1.267 -0.628 2.951  0.282
H 2.308 -1.221 -0.692  0.292
H -2.095 2.509 -0.396  0.228
H -1.792 -1.706 0.770  0.412
O -1.365 0.267 -3.671  -0.636
H 2.608 2.699 -1.063  0.304
H 0.434 -3.224 -0.297  0.345
O 2.889 1.785 -1.015  -0.657
H 0.421 -1.875 3.090  0.310
H -1.329 1.113 -3.225  0.294
O 2.873 0.453 1.606  -0.603
H 0.491 0.487 0.627  0.284
H -0.076 1.003 3.319  0.278
H -1.231 0.476 -4.595  0.300
O -2.384 -1.112 1.231  -0.600

Atoms 1-3, force components in eV/Å:
H -0.185 -0.112 -0.065
O -0.785 -0.349 0.600
H 0.121 0.350 0.673

* structure (SMILES): O.O.O.O.O.O.O.O.O.O.O
* energy above the lowest of the compared OMol25 structures with the same formula, charge and spin: 161.2 kJ/mol
* E_HOMO: -10.405 eV

---

# 3
The molecule C10H14FN3. Source: OMol25; level of theory: ωB97M-V with the def2-TZVPD basis set.

Last column: Mulliken charge in e.
Positions of all 28 atoms, in Å:
C -3.629 1.115 0.125  -0.741
C 2.165 1.274 -0.491  -0.621
C -2.372 1.099 0.081  0.621
N 2.858 0.081 -0.088  -0.204
H 0.201 2.001 -0.972  0.367
F -1.451 2.116 0.186  -0.300
H 2.505 1.953 -1.242  0.307
H 0.851 0.734 -2.014  0.381
C 2.984 0.122 1.524  -0.721
H 2.722 -2.063 -0.230  0.418
H 3.643 -0.664 1.996  0.245
C -4.121 -0.336 0.147  -0.238
H 0.346 -1.632 0.766  0.555
N -0.017 -0.025 -0.286  0.321
H 2.316 -1.306 -1.535  0.449
N -1.933 -1.296 -0.086  -0.482
C -3.323 -1.391 0.144  -0.581
C 0.607 -1.292 -0.153  -0.455
H -4.507 1.692 0.505  0.336
H 1.863 1.791 0.447  0.355
C 0.718 0.980 -1.001  -0.708
H -3.629 -2.411 -0.011  0.392
H 0.479 -1.967 -1.092  0.178
H 1.899 -0.081 1.849  0.263
C 2.123 -1.148 -0.485  -1.133
H -5.167 -0.491 0.397  0.348
H 3.341 1.194 1.639  0.316
C -1.472 -0.047 -0.120  0.334

Atoms 1-3, force components in eV/Å:
C -7.130 -3.842 1.768
C -3.801 -0.488 2.216
C 8.748 0.394 -0.837

* structure (SMILES): CN1CCN(c2ncccc2F)CC1
* energy above the lowest of the compared OMol25 structures with the same formula, charge and spin: 202.6 kJ/mol
* E_HOMO: -7.956 eV

---

# 4
The molecule CH2BrN2OP. Source: OMol25; level of theory: ωB97M-V with the def2-TZVPD basis set.

Last column: Mulliken charge in e.
Positions of all 8 atoms, in Å:
O -1.070 0.520 1.198  -0.345
N 0.688 2.233 1.073  -0.146
H 0.464 -0.686 0.777  0.229
C -0.020 0.249 0.321  -0.051
P -0.638 1.939 2.152  0.373
N 0.825 1.396 0.199  -0.185
Br 0.219 1.080 3.995  -0.134
H -0.335 -0.235 -0.704  0.259

Atoms 1-3, force components in eV/Å:
O -0.179 2.148 1.140
N 0.593 0.898 0.503
H 0.600 1.517 -0.562

* structure (SMILES): BrP1N=NCO1
* energy above the lowest of the compared OMol25 structures with the same formula, charge and spin: 62.4 kJ/mol
* E_HOMO: -9.529 eV

---

| no. | DFT total energy (Eh) |
| --- | --- |
| 1 | -422.34102 |
| 2 | -840.81875 |
| 3 | -653.41368 |
| 4 | -3139.39933 |